96
Properties=species:S:1:pos:R:3:forces:R:3 method="wB97M-V/def2-TZVPD" homo_lumo_gap_ha=0.3025 mol_weight_g_mol=492.732 total_energy_ev=-45317.7303 e_homo_ev=-8.50
O 0.156919 1.327317 3.221117 4.7 4.7 4.4
H 1.060919 1.020477 3.290957 1.0 0.0 0.0
H 0.185139 2.230777 3.536057 -0.2 0.4 0.1
O -2.414331 1.614507 3.543077 -0.4 0.5 -0.1
H -3.094811 0.970297 3.738427 -0.2 0.0 0.4
H -1.593661 1.166087 3.747137 -0.3 -0.2 0.4
O -0.171691 -0.011183 5.032967 0.0 0.2 2.2
H 0.381759 0.704117 4.719457 -0.6 -0.6 1.2
H -0.566381 -0.374423 4.240187 0.1 -0.2 0.1
O -3.007561 -0.504573 1.496377 -2.5 -0.4 0.2
H -3.454031 0.100647 2.088507 0.0 0.1 -0.1
H -2.115061 -0.559843 1.837877 0.5 0.2 0.8
C -0.043871 -2.448303 -2.535533 -0.5 -0.6 -1.1
C 0.311989 -3.873873 -2.911553 -0.3 0.6 -0.9
C -0.765241 -4.544363 -3.701063 -2.1 -1.3 0.0
O 1.475129 -3.976303 -3.663183 2.0 0.1 -0.8
H 0.806699 -1.773413 -2.439973 -1.7 -1.1 -2.1
H -0.407061 -2.484323 -1.508453 -0.6 -0.7 -2.3
H -0.772481 -1.974493 -3.193363 0.1 -0.6 0.0
H 0.570359 -4.450113 -2.023123 -0.4 -0.1 0.2
H -1.757111 -4.422063 -3.265943 0.0 -0.5 0.9
H -0.546431 -5.598243 -3.872953 -0.1 -0.2 0.5
H -1.101851 -4.265373 -4.699543 1.2 1.2 -0.5
H 1.271649 -3.821773 -4.588553 0.0 0.1 -0.1
C 1.116999 5.241817 1.140297 2.4 0.6 -1.0
C -0.138381 4.450327 1.173087 0.5 -1.0 0.8
C 0.037559 3.193447 2.026497 -0.2 1.1 -2.1
O -1.101681 5.261547 1.749127 -1.3 0.8 0.4
H 1.782789 4.943747 0.330377 -0.3 0.5 -0.2
H 1.849949 5.147937 1.941597 -0.6 -0.3 0.8
H 0.942469 6.313767 1.047797 -0.2 0.0 -0.3
H -0.418131 4.154227 0.162067 -0.3 0.2 0.0
H 0.310259 2.335927 1.411367 0.4 0.7 0.1
H -0.866291 2.806387 2.496977 -0.5 1.4 -0.5
H 0.852829 3.390367 2.722677 0.0 0.2 0.2
H -0.590391 5.935067 2.203597 -0.6 0.3 0.2
C 1.698389 -0.893253 -1.151703 2.6 0.8 1.6
C 2.867639 -0.044223 -1.597613 1.3 -2.3 -3.1
C 4.121489 -0.989003 -1.592823 -0.5 1.1 0.7
O 2.651899 0.342667 -2.977713 10.4 -5.1 -2.3
H 1.683639 -1.849823 -1.674063 1.7 0.8 1.2
H 0.821409 -0.269713 -1.325483 0.1 -1.5 0.9
H 1.940579 -1.124113 -0.114333 -0.5 -0.1 0.2
H 3.023809 0.877697 -1.037463 0.3 -1.2 0.5
H 4.081389 -1.923383 -2.152673 -0.7 0.3 -0.5
H 4.188149 -1.335033 -0.561363 0.7 0.2 0.3
H 4.996189 -0.441563 -1.943993 0.1 -0.1 0.3
H 1.900739 0.940437 -2.984003 4.4 -0.3 -1.8
C -0.638831 -1.750863 0.327857 1.8 -1.6 2.9
C -0.326401 -0.346923 0.841197 0.1 0.0 -1.4
C -0.940361 0.752257 0.016927 0.4 1.7 -1.5
O -0.661161 -0.232023 2.171277 -2.2 -4.1 -1.6
H -1.695771 -1.978963 0.190167 1.6 -0.4 1.2
H -0.289461 -2.464663 1.073867 -0.3 0.4 -0.2
H -0.025691 -2.055903 -0.520143 -0.3 1.0 1.8
H 0.724299 -0.089343 0.707877 0.2 -0.7 0.5
H -1.977311 1.039737 0.190727 0.3 0.1 0.3
H -0.852591 0.523277 -1.045133 -0.2 0.0 0.3
H -0.313061 1.643477 -0.000923 -0.2 -0.2 0.8
H -0.197361 0.504177 2.576837 -1.8 -1.0 -2.0
C -2.365851 -1.169043 -1.147193 -1.7 2.6 -3.0
C -3.327501 -0.476893 -2.221313 2.3 -2.2 0.3
C -2.785631 -0.795293 -3.678183 -1.7 0.2 0.9
O -4.618231 -1.043423 -1.990293 0.2 0.6 -0.6
H -2.327361 -0.627143 -0.202233 -1.9 -0.7 -1.3
H -1.320971 -1.052673 -1.434903 -1.2 -0.3 -0.8
H -2.654791 -2.216673 -1.062983 -0.2 0.1 -0.3
H -3.361761 0.596337 -2.033923 0.1 0.3 -0.3
H -3.487501 -0.317293 -4.361553 0.4 0.3 -0.4
H -2.824561 -1.846213 -3.964823 -0.3 -0.3 0.6
H -1.733491 -0.560573 -3.839483 -0.3 0.8 0.1
H -4.746651 -0.806093 -1.069003 -0.5 -0.3 0.3
C -0.284991 -2.444633 4.090297 -1.1 0.0 0.4
C 0.857349 -2.544343 3.111967 -0.1 -0.2 3.0
C 1.732799 -1.314993 3.056377 -0.6 1.1 -1.6
O 1.774449 -3.424493 3.759517 0.4 -1.1 -0.6
H -0.757801 -3.395203 4.337247 0.1 -0.2 -0.5
H -1.033281 -1.775263 3.665917 -0.4 -0.7 -0.1
H -0.027971 -1.994053 5.048947 0.5 -0.5 -0.3
H 0.472189 -2.930013 2.168037 0.9 0.0 0.4
H 1.201199 -0.419413 2.734767 0.7 -0.9 -0.2
H 2.393689 -1.584733 2.232617 0.8 0.6 0.2
H 2.217929 -1.092073 4.006667 0.1 -0.4 -0.1
H 2.609439 -3.035903 3.488647 0.6 -0.9 0.3
C -0.485721 2.848877 -2.150263 0.2 1.0 0.1
C 1.017569 2.450897 -2.198733 -1.8 1.7 1.0
C 1.935269 2.731507 -0.995023 -0.1 0.4 -0.2
O 1.034699 1.066257 -2.437183 -12.4 5.3 3.6
H -1.051771 2.707277 -1.229593 0.5 -0.4 -0.2
H -0.987941 2.271247 -2.926293 -0.1 0.2 -0.1
H -0.647811 3.911387 -2.331593 0.3 0.1 -0.5
H 1.459949 2.965087 -3.051963 0.1 0.0 -0.2
H 1.654719 2.230527 -0.068513 -0.2 -0.2 -0.2
H 1.992389 3.790577 -0.743583 -0.2 -0.3 -0.7
H 2.944449 2.393377 -1.230253 -0.2 0.6 -0.2
H 0.564909 0.842047 -3.243803 -1.3 0.0 -0.1


102
Properties=species:S:1:pos:R:3:forces:R:3 method="wB97M-V/def2-TZVPD" homo_lumo_gap_ha=0.3585 mol_weight_g_mol=528.762 total_energy_ev=-49492.6631 e_homo_ev=-9.39
C 1.157915 2.971624 2.129164 0.7 -0.3 -0.3
O 2.244175 2.224754 1.483534 -0.9 1.4 0.6
H 0.285955 2.995174 1.475544 -0.2 -0.4 0.1
H 0.939155 2.600024 3.130234 -0.2 -0.4 -0.2
H 1.395055 4.021464 2.301494 0.7 0.0 -0.3
H 2.265835 1.335414 1.844384 -0.3 -0.4 0.2
C -2.703045 3.091174 2.320534 1.1 0.0 -0.7
O -2.034185 3.814694 3.344134 -0.6 0.3 0.5
H -3.640715 2.632304 2.634084 0.3 0.0 0.4
H -2.920725 3.671244 1.423734 -0.1 0.4 0.1
H -1.951925 2.370644 1.996884 -0.5 -0.7 -0.2
H -1.623145 4.605514 2.987414 -0.1 0.0 -0.1
C -2.873705 2.182894 -1.960876 0.3 1.7 1.3
O -2.331995 1.136464 -2.695536 -0.4 -0.9 -0.6
H -2.079475 2.903254 -1.764976 0.2 0.3 0.0
H -3.677305 2.767784 -2.408346 -0.2 -0.5 -0.4
H -3.196475 1.883534 -0.963726 -0.2 -0.5 -0.2
H -2.584475 1.238674 -3.616086 0.2 -0.2 -0.1
C 4.007315 4.643804 0.105674 -0.3 0.3 0.0
O 3.455055 3.592214 -0.617296 -0.3 -0.2 -1.5
H 4.339225 5.421934 -0.581676 0.6 -0.4 -0.2
H 3.239535 5.197884 0.645674 0.0 -0.2 0.8
H 4.806235 4.237554 0.725994 0.1 0.6 0.3
H 2.971925 2.992594 -0.044016 0.0 -0.1 0.5
C 0.317315 0.310354 -0.582066 1.8 1.0 1.5
O -0.350355 -0.429966 -1.509206 -0.9 -1.1 -1.2
H 0.753815 -0.349576 0.167634 -0.3 0.1 0.4
H 1.188125 0.831664 -0.979586 0.2 0.1 -0.4
H -0.290575 1.096264 -0.133826 -0.3 -0.2 0.4
H -1.028305 0.145154 -1.871436 -0.4 0.1 -0.7
C 4.437415 0.775844 -2.133576 0.2 0.0 0.1
O 4.812285 -0.569136 -2.220916 0.4 -0.9 -0.4
H 3.766195 1.127264 -2.917206 -0.2 -0.2 -0.2
H 3.959655 0.937534 -1.167296 0.1 0.6 0.1
H 5.380305 1.307284 -2.262486 -0.2 0.4 0.4
H 4.042675 -1.142976 -2.222406 -0.5 0.2 0.0
C -2.344085 -1.857776 -4.437126 0.5 0.0 0.4
O -1.811635 -2.474686 -3.274596 -0.2 -0.1 0.0
H -2.529345 -2.673006 -5.136546 -0.1 0.3 -0.1
H -3.248535 -1.283296 -4.237076 -0.4 -0.2 0.1
H -1.615595 -1.142756 -4.819426 0.1 -0.1 -0.5
H -1.575495 -1.785406 -2.649516 0.1 0.0 0.2
C 3.303465 -0.920826 1.572704 0.5 -0.3 0.6
O 2.170935 -0.594526 2.338464 -0.6 1.0 -0.1
H 3.906775 -1.608036 2.165884 0.4 -0.2 -0.2
H 3.078805 -1.369166 0.604914 -0.1 0.1 -0.2
H 3.878075 -0.001756 1.457644 0.0 -0.1 -0.3
H 1.677165 -1.381676 2.579684 0.0 -0.4 0.1
C 2.249615 -3.300546 -2.332626 -1.2 0.8 0.0
O 2.121265 -1.846056 -2.366376 1.1 -1.2 0.0
H 3.089185 -3.697076 -2.903586 0.1 0.6 -0.1
H 2.311415 -3.671386 -1.309516 0.2 0.1 0.2
H 1.315685 -3.667266 -2.758536 0.1 -0.5 -0.1
H 1.206175 -1.656386 -2.146756 -0.3 0.3 0.0
C -0.259905 2.311544 -5.764046 0.6 0.1 -0.3
C 0.813415 2.931804 -4.823136 -1.0 0.1 -1.3
C 0.977725 2.147644 -3.598166 -0.7 -1.3 2.2
O 2.032615 2.976784 -5.489856 1.1 -0.1 -1.2
H -0.272815 2.765204 -6.755066 0.1 0.6 0.2
H -1.271705 2.370564 -5.362956 0.1 0.1 0.2
H -0.049215 1.274384 -6.024846 0.2 -0.2 0.5
H 0.571025 3.979764 -4.646716 -0.7 0.1 0.5
H 1.135765 1.081204 -3.758826 0.0 -0.1 -0.5
H 0.071695 2.191634 -2.993776 -0.2 0.1 0.1
H 1.783595 2.404154 -2.910506 0.2 0.7 -0.3
H 2.636455 3.388994 -4.867716 0.4 0.0 -0.1
C 0.889495 -5.467376 2.507834 0.3 -0.3 -0.1
C 1.165405 -4.079176 1.949144 -2.3 -1.1 -1.6
C 0.006965 -3.601986 1.017294 1.1 -0.2 0.9
O 1.175425 -3.208646 3.032734 0.5 0.9 0.9
H 0.692815 -6.263996 1.790334 0.2 0.2 -0.3
H 0.020135 -5.453226 3.165194 0.0 0.2 0.1
H 1.773835 -5.756336 3.075764 0.0 -0.3 0.3
H 2.101305 -4.054286 1.390974 0.2 0.0 0.0
H -0.872245 -3.383156 1.623274 0.0 0.0 0.1
H -0.261025 -4.383656 0.306474 0.2 0.3 -0.3
H 0.363665 -2.665656 0.588164 -0.4 -0.1 -0.6
H 1.649685 -3.691846 3.713324 0.1 0.4 0.5
C -3.187215 -1.233126 -0.119726 -0.1 -0.6 1.2
C -4.258415 -1.964926 0.765234 1.3 1.6 -0.4
C -3.897655 -1.972226 2.247164 -0.3 -0.3 0.4
O -5.492825 -1.270336 0.584434 0.1 -0.7 0.0
H -2.233115 -1.712026 0.100374 0.1 -0.2 -0.3
H -3.024435 -0.201966 0.193804 -0.4 0.2 0.1
H -3.370205 -1.246866 -1.194176 -0.2 -0.2 0.1
H -4.254505 -3.010936 0.458754 -0.6 -0.1 -0.4
H -2.906655 -2.394976 2.412404 0.0 0.1 0.0
H -4.591655 -2.589666 2.817474 -0.2 -0.6 -0.2
H -4.013325 -1.045306 2.808884 0.5 0.5 -0.6
H -6.004585 -1.527856 1.354754 -0.5 0.2 -0.1
C -0.469375 0.227434 5.426974 -0.1 0.9 -0.3
C -1.662605 0.132314 4.431374 2.4 -0.6 1.0
C -1.102955 -0.185436 3.054004 -0.6 1.3 -0.9
O -2.490695 -0.910656 4.875264 -0.8 -0.4 0.1
H 0.151075 -0.668736 5.422094 -0.4 -0.4 0.1
H -0.807375 0.479094 6.432214 0.0 -0.3 0.0
H 0.246115 0.999014 5.142654 -0.1 0.3 -0.2
H -2.270535 1.035514 4.483814 0.2 0.1 -0.3
H -0.350375 0.524764 2.711454 0.1 0.3 0.3
H -1.938575 -0.049956 2.367354 0.1 -0.5 -0.4
H -0.619865 -1.150846 2.903254 -0.4 -0.3 0.5
H -1.987025 -1.717326 4.744134 -0.1 -0.3 0.1